1.
The following is a DFT calculation (ωB97M-V/def2-TZVPD) of 2 unconnected molecules or ions with the total composition C5H15NO at a distorted geometry.

DFT total energy, eV: -8965.365
SMILES: CC[C@@H](C)NC.O

Each atom is followed by the atoms it is bonded to, with distances in Å.
Element x y z (Å)
1 C 2.359 0.523 -1.141  C2 1.534, H7 1.090, H8 1.096, H9 1.088
2 C 1.396 -0.213 -0.200  C1 1.534, C3 1.579, H10 1.096, H11 1.087
3 C -0.076 0.358 -0.195  C2 1.579, C4 1.527, N5 1.422, H12 1.098
4 C -0.498 0.923 -1.549  C3 1.527, H13 1.096, H14 1.091, H15 1.095
5 N -0.905 -0.692 0.289  C3 1.422, C6 1.451, H16 1.005
6 C -2.286 -0.427 0.643  N5 1.451, H17 1.089, H18 1.094, H19 1.095
7 H 1.951 0.564 -2.151  C1 1.090
8 H 3.259 -0.102 -1.123  C1 1.096
9 H 2.682 1.534 -0.902  C1 1.088
10 H 1.419 -1.262 -0.515  C2 1.096
11 H 1.732 -0.163 0.833  C2 1.087
12 H 0.055 1.180 0.521  C3 1.098
13 H -1.588 1.029 -1.603  C4 1.096
14 H -0.205 1.927 -1.858  C4 1.091
15 H -0.173 0.202 -2.306  C4 1.095
16 H -0.711 -1.622 -0.037  N5 1.005
17 H -2.648 -1.243 1.268  C6 1.089
18 H -2.908 -0.276 -0.244  C6 1.094
19 H -2.381 0.447 1.295  C6 1.095
20 O 0.014 -1.056 3.285  H21 0.947, H22 0.958
21 H -0.710 -0.448 3.332  O20 0.947
22 H 0.221 -1.184 2.358  O20 0.958

Löwdin population analysis, charges in e, atoms 1 to 6:
1. C -0.112
2. C -0.209
3. C -0.433
4. C -0.070
5. N -0.125
6. C -0.118

2.
The following is a DFT calculation (ωB97M-V/def2-TZVPD) of 2 unconnected molecules or ions with the total composition C5H15NO at a distorted geometry.

DFT total energy, eV: -8964.363
SMILES: CCN(C)CC.O

Each atom is followed by the atoms it is bonded to, with distances in Å.
Element x y z (Å)
1 C 1.925 1.011 -0.792  C2 1.555, H7 1.081, H8 1.089, H9 1.072
2 C 1.821 -0.197 0.182  C1 1.555, N3 1.494, H10 1.083, H11 1.095
3 N 0.505 -0.403 0.859  C2 1.494, C4 1.433, C5 1.455
4 C 0.105 0.774 1.572  N3 1.433, H12 1.133, H13 1.088, H14 1.083
5 C -0.432 -1.215 0.097  N3 1.455, C6 1.560, H15 1.084, H16 1.131
6 C -1.839 -1.403 0.744  C5 1.560, H17 1.091, H18 1.081, H19 1.087
7 H 2.986 1.221 -0.755  C1 1.081
8 H 1.671 0.916 -1.847  C1 1.089
9 H 1.297 1.821 -0.479  C1 1.072
10 H 2.570 -0.159 0.964  C2 1.083
11 H 1.953 -1.123 -0.388  C2 1.095
12 H -0.081 1.701 0.948  C4 1.133
13 H 0.843 1.264 2.205  C4 1.088
14 H -0.811 0.540 2.099  C4 1.083
15 H 0.019 -2.150 -0.217  C5 1.084
16 H -0.618 -0.655 -0.868  C5 1.131
17 H -2.023 -0.527 1.368  C6 1.091
18 H -2.041 -2.375 1.172  C6 1.081
19 H -2.511 -1.208 -0.088  C6 1.087
20 O -1.690 0.971 -2.000  H21 0.959, H22 0.970
21 H -1.846 0.040 -1.833  O20 0.959
22 H -1.806 1.156 -2.946  O20 0.970

Löwdin population analysis, charges in e, atoms 1 to 6:
1. C -0.079
2. C -0.217
3. N -0.237
4. C -0.124
5. C -0.240
6. C -0.055

3.
The following is a DFT calculation (ωB97M-V/def2-TZVPD) of 2 unconnected molecules or ions with the total composition C5H15NO at a distorted geometry.

DFT total energy, eV: -8957.739
Charge: +1
Expectation value of S²: 0.754
Spin multiplicity: 2

Each atom is followed by the atoms it is bonded to, with distances in Å.
Element x y z (Å)
1 C 1.803 -0.258 -0.472  C2 1.533, H7 1.083, H8 1.090, H9 1.092
2 C 1.349 1.206 -0.439  C1 1.533, N3 1.431, H10 1.095, H11 1.091
3 N 0.022 1.290 0.093  C2 1.431, C4 1.450, C6 1.405
4 C -0.118 1.226 1.535  N3 1.450, C5 1.537, H12 1.091, H13 1.090
5 C -0.636 -0.095 2.124  C4 1.537, H14 1.099, H15 1.086, H16 1.077
6 C -1.052 0.901 -0.726  N3 1.405, H17 1.090, H18 1.099, H19 1.078
7 H 2.024 -0.619 0.525  C1 1.083
8 H 1.084 -0.932 -0.938  C1 1.090
9 H 2.707 -0.308 -1.084  C1 1.092
10 H 1.385 1.608 -1.456  C2 1.095
11 H 2.031 1.825 0.145  C2 1.091
12 H -0.785 2.043 1.811  C4 1.091
13 H 0.811 1.583 1.981  C4 1.090
14 H 0.006 -0.348 2.980  C5 1.099
15 H -0.604 -0.957 1.463  C5 1.086
16 H -1.609 0.061 2.558  C5 1.077
17 H -1.686 1.737 -1.022  C6 1.090
18 H -1.762 0.177 -0.303  C6 1.099
19 H -0.799 0.482 -1.686  C6 1.078
20 H -2.067 -3.607 -2.731  O22 0.963
21 H -0.760 -3.873 -2.066  O22 0.963
22 O -1.345 -3.143 -2.293  H20 0.963, H21 0.963

Löwdin population analysis, charges in e, atoms 1 to 6:
1. C -0.025
2. C -0.174
3. N -0.061
4. C -0.162
5. C -0.037
6. C -0.009

4.
The following is a DFT calculation (ωB97M-V/def2-TZVPD) of 3 unconnected molecules or ions with the total composition C5H15NO2 at a distorted geometry.

DFT total energy, eV: -11010.004
Charge: -1
Expectation value of S²: 0.750
Spin multiplicity: 2

Each atom is followed by the atoms it is bonded to, with distances in Å.
Element x y z (Å)
1 C 0.308 -1.826 -0.385  N2 1.487, H7 1.058, H8 1.121, H9 1.107
2 N 0.455 -0.407 -0.804  C1 1.487, C3 1.535, H10 1.088
3 C 1.865 0.166 -0.606  N2 1.535, C4 1.535, H11 1.089, H12 1.104
4 C 1.858 1.071 0.634  C3 1.535, C5 1.498, H13 1.174, H14 1.107
5 C 0.648 0.891 1.499  C4 1.498, C6 1.338, H15 1.091
6 C 0.117 2.026 1.967  C5 1.338, H16 1.101, H17 1.077
7 H -0.718 -2.079 -0.419  C1 1.058
8 H 0.670 -2.121 0.634  C1 1.121
9 H 0.827 -2.280 -1.250  C1 1.107
10 H -0.367 0.120 -0.324  N2 1.088
11 H 2.075 0.753 -1.498  C3 1.089
12 H 2.517 -0.714 -0.753  C3 1.104
13 H 1.787 2.205 0.340  C4 1.174
14 H 2.729 1.081 1.318  C4 1.107
15 H 0.348 -0.049 1.965  C5 1.091
16 H 0.068 3.005 1.468  C6 1.101
17 H -0.514 2.029 2.841  C6 1.077
18 H -2.942 0.358 1.197  O20 0.964
19 H -2.942 -0.311 2.565  O20 0.978
20 O -2.391 -0.190 1.766  H18 0.964, H19 0.978
21 H -1.692 -1.968 -3.865  O23 0.966
22 H -0.902 -0.965 -3.032  O23 0.965
23 O -1.723 -1.064 -3.528  H21 0.966, H22 0.965

Löwdin population analysis, charges in e, atoms 1 to 6:
1. C -0.205
2. N -0.164
3. C -0.210
4. C -0.218
5. C -0.272
6. C -0.095

5.
The following is a DFT calculation (ωB97M-V/def2-TZVPD) of 3 unconnected molecules or ions with the total composition C5H15NO2 at a distorted geometry.

DFT total energy, eV: -11011.665
Charge: -1
Expectation value of S²: 0.751
Spin multiplicity: 2

Each atom is followed by the atoms it is bonded to, with distances in Å.
Element x y z (Å)
1 N 0.879 -0.477 -0.220  C2 1.464, C5 1.462, H7 1.011
2 C 1.056 0.947 -0.514  N1 1.464, C3 1.532, H8 1.103, H9 1.100
3 C -0.280 1.630 -0.206  C2 1.532, C4 1.561, H10 1.085, H11 1.092
4 C -1.211 0.507 0.351  C3 1.561, C5 1.517, H12 1.094, H13 1.100
5 C -0.378 -0.756 0.471  N1 1.462, C4 1.517, C6 1.551, H14 1.109
6 C -0.826 -2.169 0.018  C5 1.551, H15 1.094, H16 1.102, H17 1.090
7 H 1.710 -0.970 0.077  N1 1.011
8 H 1.886 1.346 0.093  C2 1.103
9 H 1.438 1.003 -1.544  C2 1.100
10 H -0.648 2.169 -1.073  C3 1.085
11 H -0.131 2.303 0.641  C3 1.092
12 H -2.156 0.391 -0.187  C4 1.094
13 H -1.485 0.806 1.374  C4 1.100
14 H -0.213 -0.916 1.557  C5 1.109
15 H -0.632 -2.825 0.872  C6 1.094
16 H -0.117 -2.529 -0.746  C6 1.102
17 H -1.754 -2.258 -0.548  C6 1.090
18 H -0.336 -0.458 -2.360  O20 0.970
19 H -0.733 -1.810 -2.780  O20 0.964
20 O -0.738 -0.908 -3.120  H18 0.970, H19 0.964
21 H 1.085 1.502 3.247  O23 0.975
22 H 1.806 1.519 1.863  O23 0.975
23 O 1.780 1.954 2.735  H21 0.975, H22 0.975

Löwdin population analysis, charges in e, atoms 1 to 6:
1. N -0.076
2. C -0.306
3. C -0.193
4. C -0.186
5. C -0.484
6. C -0.118

6.
The following is a DFT calculation (ωB97M-V/def2-TZVPD) of 2 unconnected molecules or ions with the total composition C5H15NO2 at a distorted geometry.

DFT total energy, eV: -11009.920
SMILES: CC[C@@H](C)NCO.O

Each atom is followed by the atoms it is bonded to, with distances in Å.
Element x y z (Å)
1 C 0.870 0.981 -2.061  C2 1.503, H8 1.137, H9 1.182, H10 1.106
2 C 1.338 -0.037 -1.059  C1 1.503, C3 1.672, H11 1.264, H12 1.109
3 C -0.076 -0.533 -0.317  C2 1.672, C4 1.513, N5 1.536, H13 1.173
4 C 0.071 -2.018 -0.062  C3 1.513, H14 1.137, H15 1.068, H16 1.181
5 N -0.137 0.339 0.946  C3 1.536, C6 1.416, H17 1.041
6 C -1.031 -0.184 1.912  N5 1.416, O7 1.413, H18 1.134, H19 1.179
7 O -0.636 -1.334 2.632  C6 1.413, H20 0.989
8 H 0.607 0.514 -3.063  C1 1.137
9 H -0.134 1.572 -1.857  C1 1.182
10 H 1.709 1.581 -2.461  C1 1.106
11 H 1.914 -1.035 -1.579  C2 1.264
12 H 2.043 0.282 -0.265  C2 1.109
13 H -0.949 -0.195 -1.024  C3 1.173
14 H 1.081 -2.335 0.354  C4 1.137
15 H -0.592 -2.189 0.758  C4 1.068
16 H -0.241 -2.677 -0.991  C4 1.181
17 H 0.820 0.309 1.353  N5 1.041
18 H -2.037 -0.210 1.391  C6 1.134
19 H -1.075 0.633 2.761  C6 1.179
20 H -1.396 -1.887 2.943  O7 0.989
21 O -0.874 2.926 -0.315  H22 0.808, H23 0.971
22 H -1.070 3.271 0.389  O21 0.808
23 H -0.205 2.226 -0.384  O21 0.971

Löwdin population analysis, charges in e, atoms 1 to 6:
1. C -0.170
2. C -0.218
3. C -0.357
4. C -0.106
5. N -0.047
6. C -0.354

7.
The following is a DFT calculation (ωB97M-V/def2-TZVPD) of 3 unconnected molecules or ions with the total composition C5H15NO2 at a distorted geometry.

DFT total energy, eV: -11010.800
SMILES: C/C=C/CNC.O.O

Each atom is followed by the atoms it is bonded to, with distances in Å.
Element x y z (Å)
1 C -0.582 1.366 -2.561  C2 1.520, H7 1.072, H8 1.175, H9 1.172
2 C -1.034 0.175 -1.733  C1 1.520, C3 1.320, H10 1.138
3 C -0.187 -0.745 -1.312  C2 1.320, C4 1.496, H11 1.060
4 C -0.757 -1.678 -0.291  C3 1.496, N5 1.515, H12 1.155, H13 1.085
5 N -0.600 -0.869 0.981  C4 1.515, C6 1.473, H14 1.024
6 C 0.438 -1.346 1.910  N5 1.473, H15 1.153, H16 1.113, H17 1.188
7 H -0.272 0.868 -3.458  C1 1.072
8 H 0.281 2.046 -2.146  C1 1.175
9 H -1.368 2.166 -2.904  C1 1.172
10 H -2.164 0.048 -1.696  C2 1.138
11 H 0.833 -0.816 -1.595  C3 1.060
12 H -0.198 -2.680 -0.154  C4 1.155
13 H -1.813 -1.876 -0.434  C4 1.085
14 H -1.514 -0.743 1.426  N5 1.024
15 H 0.647 -0.608 2.771  C6 1.153
16 H 1.353 -1.453 1.284  C6 1.113
17 H 0.286 -2.430 2.372  C6 1.188
18 O 2.536 1.084 1.202  H19 1.008, H20 0.937
19 H 1.670 0.644 0.931  O18 1.008
20 H 2.757 1.898 0.794  O18 0.937
21 O -0.103 2.024 1.406  H22 0.909, H23 0.933
22 H 0.561 1.552 1.809  O21 0.909
23 H -0.772 1.374 1.397  O21 0.933

Löwdin population analysis, charges in e, atoms 1 to 6:
1. C -0.125
2. C -0.189
3. C -0.138
4. C -0.213
5. N -0.163
6. C -0.159

8.
The following is a DFT calculation (ωB97M-V/def2-TZVPD) of 3 unconnected molecules or ions with the total composition C5H15NO2 at a distorted geometry.

DFT total energy, eV: -11010.240
SMILES: C/C=C/CNC.O.O

Each atom is followed by the atoms it is bonded to, with distances in Å.
Element x y z (Å)
1 C 0.808 2.906 2.281  C2 1.475, H7 1.119, H8 1.063, H9 1.099
2 C 0.849 2.158 1.011  C1 1.475, C3 1.377, H10 1.174
3 C 1.852 1.280 0.666  C2 1.377, C4 1.564, H11 1.051
4 C 1.889 0.735 -0.800  C3 1.564, N5 1.435, H12 1.129, H13 1.186
5 N 1.107 -0.366 -1.283  C4 1.435, C6 1.514, H14 1.004
6 C -0.367 -0.264 -1.612  N5 1.514, H15 1.055, H16 1.172, H17 1.031
7 H 1.820 2.715 2.717  C1 1.119
8 H -0.030 2.857 2.934  C1 1.063
9 H 1.037 3.970 2.128  C1 1.099
10 H 0.019 2.550 0.279  C2 1.174
11 H 2.569 0.802 1.268  C3 1.051
12 H 3.002 0.553 -0.866  C4 1.129
13 H 1.428 1.684 -1.343  C4 1.186
14 H 1.176 -1.230 -0.776  N5 1.004
15 H -0.869 0.499 -1.083  C6 1.055
16 H -0.985 -1.258 -1.547  C6 1.172
17 H -0.298 0.160 -2.549  C6 1.031
18 O -3.755 -3.537 -1.679  H19 1.023, H20 0.986
19 H -4.702 -3.924 -1.677  O18 1.023
20 H -3.392 -4.241 -2.268  O18 0.986
21 O -0.752 -2.858 1.525  H22 0.933, H23 1.002
22 H -1.215 -3.150 0.769  O21 0.933
23 H -1.190 -2.041 1.907  O21 1.002

Löwdin population analysis, charges in e, atoms 1 to 6:
1. C -0.143
2. C -0.191
3. C -0.092
4. C -0.267
5. N -0.133
6. C -0.097

9.
The following is a DFT calculation (ωB97M-V/def2-TZVPD) of 3 unconnected molecules or ions with the total composition C5H15NO2 at a distorted geometry.

DFT total energy, eV: -11011.797
SMILES: C=CC[C@@H](C)N.O.O

Each atom is followed by the atoms it is bonded to, with distances in Å.
Element x y z (Å)
1 C -0.879 1.918 -3.992  C2 1.341, H7 1.090, H8 1.093
2 C 0.092 1.270 -3.334  C1 1.341, C3 1.478, H9 1.087
3 C -0.255 0.041 -2.590  C2 1.478, C4 1.622, H10 1.113, H11 1.110
4 C -0.496 0.492 -1.051  C3 1.622, C5 1.511, N6 1.428, H12 1.121
5 C -1.603 1.517 -0.972  C4 1.511, H13 1.081, H14 1.137, H15 1.103
6 N -0.865 -0.722 -0.396  C4 1.428, H16 1.010, H17 1.020
7 H -0.740 2.892 -4.461  C1 1.090
8 H -1.850 1.481 -4.238  C1 1.093
9 H 1.133 1.582 -3.377  C2 1.087
10 H -1.189 -0.286 -3.099  C3 1.113
11 H 0.476 -0.785 -2.459  C3 1.110
12 H 0.417 1.015 -0.664  C4 1.121
13 H -2.210 1.642 -0.085  C5 1.081
14 H -1.060 2.516 -0.941  C5 1.137
15 H -2.356 1.426 -1.771  C5 1.103
16 H -1.072 -0.764 0.592  N6 1.010
17 H -0.164 -1.447 -0.545  N6 1.020
18 O 0.912 -2.208 5.399  H19 0.970, H20 0.977
19 H 0.822 -2.415 6.342  O18 0.970
20 H 0.010 -1.848 5.297  O18 0.977
21 O 3.931 -2.213 5.565  H22 0.968, H23 0.968
22 H 2.995 -1.972 5.517  O21 0.968
23 H 3.952 -3.132 5.262  O21 0.968

Löwdin population analysis, charges in e, atoms 1 to 6:
1. C -0.016
2. C -0.212
3. C -0.171
4. C -0.464
5. C -0.097
6. N 0.007

10.
The following is a DFT calculation (ωB97M-V/def2-TZVPD) of 2 unconnected molecules or ions with the total composition C5H15NO2.

DFT total energy, eV: -11012.852
SMILES: CCN[C@H](C)CO.O

Each atom is followed by the atoms it is bonded to, with distances in Å.
Element x y z (Å)
1 C 0.497 -1.779 -2.649  C2 1.511, H8 1.092, H9 1.089, H10 1.085
2 C 0.443 -1.550 -1.156  C1 1.511, N3 1.465, H11 1.099, H12 1.081
3 N -0.383 -0.372 -0.880  C2 1.465, C4 1.458, H13 1.011
4 C -0.603 -0.022 0.518  N3 1.458, C5 1.528, C6 1.528, H14 1.089
5 C -1.899 -0.642 1.038  C4 1.528, H15 1.084, H16 1.088, H17 1.097
6 C -0.629 1.495 0.696  C4 1.528, O7 1.405, H18 1.101, H19 1.100
7 O -0.278 1.899 1.995  C6 1.405, H20 0.962
8 H -0.278 -2.510 -2.889  C1 1.092
9 H 0.302 -0.847 -3.177  C1 1.089
10 H 1.466 -2.186 -2.918  C1 1.085
11 H 0.073 -2.456 -0.657  C2 1.099
12 H 1.427 -1.313 -0.777  C2 1.081
13 H -1.231 -0.370 -1.430  N3 1.011
14 H 0.183 -0.418 1.159  C4 1.089
15 H -1.888 -1.724 0.989  C5 1.084
16 H -2.060 -0.368 2.079  C5 1.088
17 H -2.755 -0.320 0.431  C5 1.097
18 H -1.649 1.858 0.499  C6 1.101
19 H -0.074 2.070 -0.060  C6 1.100
20 H 0.653 1.724 2.163  O7 0.962
21 O 2.468 1.025 0.521  H22 0.962, H23 0.966
22 H 2.287 0.084 0.608  O21 0.962
23 H 1.820 1.271 -0.151  O21 0.966

Löwdin population analysis, charges in e, atoms 1 to 6:
1. C -0.092
2. C -0.289
3. N -0.055
4. C -0.406
5. C -0.054
6. C -0.261

- What is the formula in the sixth record?
  C5H15NO2

- The highest DFT total energy belongs to which entry?
  number 3